[1]
Computed, not measured: C29H62AlBr26IP as an isolated structure at a distorted geometry, with ωB97M-V/def2-TZVPD.

The HOMO energy comes out at -3.7 eV. As for the LUMO energy: 0.057 Eh. The frontier orbital gap comes out at 5.2407 eV. Its charge is -1.

Atoms and positions in Å:
C -3.4783 3.1928 1.4105
Al -1.6504 2.2661 1.1863
I 0.0655 3.5289 2.7659
P -1.7210 0.0768 1.9761
C -0.4371 -0.8773 0.9057
C -3.4004 -0.7715 1.6465
H -3.3568 4.2000 2.0279
H -3.9020 3.3764 0.3267
H -4.1888 2.4384 1.9655
H -1.1231 2.3874 -0.3337
H -0.3522 -0.3533 -0.1426
H -0.7744 -2.0128 0.8247
H 0.5823 -0.8399 1.5116
H -3.3117 -1.5471 0.7465
H -4.2950 -0.0460 1.4309
H -3.6549 -1.4100 2.6163
Br -2.0303 -2.5373 -2.1402
C -1.5864 -4.2454 -1.3093
C -2.7837 -5.1668 -1.2797
Br -4.0328 -4.6553 0.1277
H -1.1847 -4.0230 -0.3168
H -0.7916 -4.6657 -1.9320
H -2.4785 -6.1871 -1.0317
H -3.3457 -5.1783 -2.2174
Br 0.7949 -5.9512 -5.9738
C -1.1120 -6.2698 -6.2331
C -1.9057 -5.8608 -5.0140
Br -1.7427 -7.1829 -3.5900
H -1.2271 -7.3260 -6.4922
H -1.3873 -5.6569 -7.0961
H -2.9738 -5.8221 -5.2450
H -1.5940 -4.9000 -4.5957
Br 3.2641 -1.2807 -8.8623
C 3.3685 -3.0492 -8.0457
C 3.3162 -4.1385 -9.0917
Br 1.4982 -4.4016 -9.7459
H 2.5590 -3.1110 -7.3131
H 4.3283 -3.0634 -7.5216
H 3.6050 -5.1009 -8.6602
H 3.9433 -3.9335 -9.9634
Br 2.9025 -0.8125 3.4453
C 3.0069 -2.5810 4.2619
C 2.9546 -3.6703 3.2160
Br 1.1366 -3.9335 2.5617
H 2.1975 -2.6428 4.9945
H 3.9668 -2.5952 4.7860
H 3.2435 -4.6327 3.6475
H 3.5818 -3.4653 2.3442
Br 7.7357 1.2763 6.9679
C 7.4642 0.4260 5.2334
C 6.1245 -0.2701 5.1692
Br 6.1603 -1.9601 6.1413
H 8.3113 -0.2462 5.0711
H 7.5099 1.2423 4.5069
H 5.8799 -0.5404 4.1382
H 5.3070 0.3227 5.5882
Br -7.2987 -6.7865 -2.3057
C -7.6601 -4.8774 -2.1327
C -7.2174 -4.1231 -3.3650
Br -5.2816 -3.8897 -3.3917
H -7.1670 -4.5406 -1.2166
H -8.7438 -4.8043 -2.0043
H -7.6260 -3.1087 -3.3631
H -7.4928 -4.6190 -4.2996
Br -4.7311 1.9859 -2.5330
C -3.3054 2.5372 -3.7449
C -2.3407 1.4039 -4.0059
Br -1.1362 1.1406 -2.4952
H -2.8318 3.4175 -3.3015
H -3.8147 2.8304 -4.6673
H -1.6887 1.6401 -4.8514
H -2.8356 0.4467 -4.1910
Br 4.8851 2.8243 -1.8585
C 2.9781 2.5056 -2.1179
C 2.1845 2.9146 -0.8988
Br 2.3474 1.5925 0.5253
H 2.8631 1.4495 -2.3770
H 2.7028 3.1186 -2.9808
H 1.1163 2.9534 -1.1298
H 2.4961 3.8754 -0.4804
Br 4.5495 0.2299 -12.1955
C 5.2478 1.9648 -11.6408
C 6.5726 1.8189 -10.9288
Br 6.3253 1.1850 -9.1014
H 4.4756 2.4392 -11.0289
H 5.3688 2.5316 -12.5683
H 7.0650 2.7901 -10.8286
H 7.2546 1.1199 -11.4203
Br 2.0191 -1.2608 8.3824
C 3.0341 0.3937 8.5770
C 2.2274 1.5871 8.1205
Br 2.1682 1.6958 6.1744
H 3.9677 0.2627 8.0230
H 3.2579 0.4652 9.6452
H 2.7012 2.5184 8.4429
H 1.1921 1.5710 8.4716
Br 0.5114 6.1894 6.1386
C -0.0444 7.5323 4.8375
C -1.3686 8.1508 5.2215
Br -2.8515 6.9512 4.8159
H -0.0609 7.0424 3.8600
H 0.7500 8.2839 4.8485
H -1.5600 9.0498 4.6291
H -1.4396 8.3993 6.2838
Br -3.8578 6.2117 -3.2146
C -5.7647 5.8930 -3.4740
C -6.5583 6.3020 -2.2549
Br -6.3954 4.9799 -0.8308
H -5.8797 4.8369 -3.7331
H -6.0400 6.5060 -4.3369
H -7.6265 6.3408 -2.4859
H -6.2467 7.2628 -1.8365
Br 1.2011 1.1763 11.5222
C 1.6450 -0.5319 12.3531
C 0.4477 -1.4532 12.3827
Br -0.8014 -0.9417 13.7901
H 2.0468 -0.3095 13.3455
H 2.4399 -0.9522 11.7304
H 0.7530 -2.4736 12.6307
H -0.1142 -1.4647 11.4450

Atom charges from the Mulliken analysis, given in e for atoms 1 to 6:
1 C -0.3029
2 Al -0.3756
3 I -0.3720
4 P 0.2459
5 C 0.6715
6 C -0.6155

---

[2]
Computed, not measured: CH6N2O2 as an isolated structure at a distorted geometry, with ωB97M-V/def2-TZVPD.

As for the energy relative to the best compared isomer or geometry (same formula, charge and spin): 5.3059 eV. The HOMO energy comes out at -8.1 eV. As for the LUMO energy: 0.005 Eh. The frontier orbital gap comes out at 8.2798 eV. Its charge is 0.

Atoms and positions in Å:
C 1.1975 -0.5988 -0.3133
O 1.0558 0.6182 -0.3568
O 0.5848 -1.3743 -1.2217
H -0.1123 1.3138 0.3921
H 0.9602 -2.2622 -1.2702
H 2.1517 -1.0181 0.0487
H -0.2165 -0.6586 1.7080
N -1.2165 1.5977 0.6834
N -2.0315 1.3993 -0.1902
H -1.6606 1.0039 -1.0850
H -0.7127 -0.0208 1.6050

Atom charges from the Mulliken analysis, given in e for atoms 1 to 6:
1 C 0.1412
2 O -0.4983
3 O -0.3891
4 H 0.4323
5 H 0.3509
6 H 0.2928

---

[3]
Computed, not measured: a 2-piece molecular cluster, CH6OSi overall at a distorted geometry, with ωB97M-V/def2-TZVPD.

As for the energy relative to the best compared isomer or geometry (same formula, charge and spin): 1.5137 eV. The HOMO energy (spin up / spin down) comes out at -5.1 / -10.5 eV. As for the LUMO energy (spin up / spin down): 0.035 / -0.107 Eh. The frontier orbital gap (spin up / spin down) comes out at 6.0390 / 7.5540 eV. The multiplicity is 3. Its charge is 0. As for the expectation value of S²: 2.002.

Atoms and positions in Å:
C -1.4058 -0.1213 0.0119
O -0.1519 -0.5429 0.5368
Si 1.3415 -0.1461 -0.0200
H -1.3731 -0.7122 -0.9468
H -1.2093 0.9684 -0.2331
H -2.2610 -0.2480 0.8054
H 1.3695 1.8026 -0.3757
H 1.6722 -0.9586 -1.0789
H 2.0178 -0.0420 1.3006

Atom charges from the Mulliken analysis, given in e for atoms 1 to 6:
1 C -0.4256
2 O -0.1203
3 Si 0.0570
4 H 0.2270
5 H 0.2112
6 H 0.2028

---

[4]
Computed, not measured: C22H24N10OPt as an isolated structure at a distorted geometry, with ωB97M-V/def2-TZVPD.

The HOMO energy (spin up / spin down) comes out at -20.9 / -20.8 eV. As for the LUMO energy (spin up / spin down): -0.562 / -0.562 Eh. The frontier orbital gap (spin up / spin down) comes out at 5.5580 / 5.5446 eV. Its charge is +4.

Atoms and positions in Å:
Pt 2.7171 1.8862 -0.8878
N 4.7731 1.7637 -0.9959
C 5.3217 3.1304 -0.7923
C 4.5236 4.0622 -1.6886
N 3.0843 3.8700 -1.3503
H 5.2364 1.1271 -0.3382
H 5.0534 1.4497 -1.9344
H 6.3881 3.1782 -1.0335
H 5.2052 3.4053 0.2619
H 4.6844 3.8153 -2.7434
H 4.8289 5.1038 -1.5443
H 2.5198 4.2414 -2.1221
H 2.8700 4.4557 -0.5312
C -2.7233 3.1707 -0.3252
N -1.4308 2.6126 -0.6466
C -0.2028 2.8764 -0.1905
N 0.6773 2.1269 -0.8624
C -0.0948 1.4145 -1.7360
N -1.3534 1.6959 -1.6067
C -3.6873 2.2069 0.3290
C -4.9014 2.7223 0.8341
C -5.7805 1.8708 1.5100
C -5.5493 0.5137 1.5925
C -4.3052 -0.0230 1.1380
C -3.4183 0.8545 0.4460
C -3.9423 -1.3598 1.2828
N -4.6787 -2.4401 1.6580
N -4.0015 -3.4689 1.5874
C -2.7380 -3.1785 1.1894
O -2.6691 -1.8107 0.9765
C -1.6193 -3.9976 1.0566
C -1.6853 -5.4229 1.1103
C -0.5516 -6.1626 0.8562
C 0.7012 -5.5560 0.7249
C 0.8030 -4.1472 0.7306
C 2.1754 -3.5311 0.5853
N 2.2429 -2.2409 -0.0642
C 2.2690 -0.9978 0.4289
N 2.4687 -0.1407 -0.5771
C 2.5575 -0.9452 -1.6814
N 2.4217 -2.1979 -1.3783
C -0.3388 -3.3864 0.9002
H -3.1850 3.4620 -1.2841
H -2.6130 4.0758 0.2812
H 0.0107 3.5671 0.6038
H 0.2647 0.7106 -2.4621
H -5.1491 3.7663 0.7183
H -6.6646 2.3000 1.9724
H -6.3086 -0.1732 1.9494
H -2.5577 0.3993 -0.0242
H -2.6192 -5.9030 1.3807
H -0.6203 -7.2427 0.7558
H 1.5789 -6.1769 0.6147
H 2.7995 -4.2058 -0.0091
H 2.6204 -3.4573 1.5866
H 2.1611 -0.7475 1.4663
H 2.7276 -0.6108 -2.6899
H -0.2975 -2.3098 0.9738

Atom charges from the Mulliken analysis, given in e for atoms 1 to 6:
1 Pt 0.6948
2 N -0.5244
3 C -0.5990
4 C -0.5937
5 N -0.5330
6 H 0.3653